C17H24BCl42O2S | ωB97M-V with the def2-TZVPD basis set

Its total charge is +1. As for the strongest force on any atom: 0.8 eV/A. The calculation puts the lowest unoccupied orbital energy at -3.0 eV. The spin multiplicity is 1.

Positions of all 87 atoms, in Å:
C (1.476, 3.752, -0.799)
C (0.833, 2.811, -1.811)
O (0.133, 1.714, -1.177)
B (-1.121, 1.785, -0.763)
O (-1.883, 0.743, -0.418)
S (-2.052, 3.416, -0.461)
C (-3.783, 3.073, -0.823)
H (1.701, 3.182, 0.104)
H (2.427, 4.101, -1.193)
H (0.835, 4.599, -0.564)
H (0.179, 3.330, -2.516)
H (1.607, 2.343, -2.414)
H (-1.358, -0.080, -0.453)
H (-1.659, 4.223, -1.456)
H (-3.907, 2.042, -1.139)
H (-4.372, 3.276, 0.066)
H (-4.108, 3.741, -1.617)
C (-8.004, 3.794, 0.545)
Cl (-8.872, 4.803, -0.600)
Cl (-7.137, 2.498, -0.288)
Cl (-6.883, 4.754, 1.519)
H (-8.723, 3.332, 1.210)
C (0.100, -2.209, 1.773)
Cl (-0.758, -3.723, 1.972)
Cl (1.653, -2.239, 2.596)
Cl (0.336, -1.849, 0.043)
H (-0.494, -1.413, 2.203)
C (4.677, -0.500, 1.427)
Cl (6.248, -1.271, 1.289)
Cl (4.661, 0.678, 2.746)
Cl (4.239, 0.273, -0.101)
H (3.935, -1.252, 1.654)
C (-9.377, -0.647, -0.338)
Cl (-7.657, -0.982, -0.140)
Cl (-9.909, 0.443, 0.941)
Cl (-9.710, 0.054, -1.924)
H (-9.922, -1.578, -0.258)
C (-5.755, -4.604, 0.296)
Cl (-5.029, -3.978, 1.779)
Cl (-5.229, -6.253, -0.020)
Cl (-7.514, -4.501, 0.370)
H (-5.422, -3.981, -0.525)
C (-6.316, -0.335, -3.734)
Cl (-6.632, -2.066, -3.692)
Cl (-4.987, 0.082, -2.630)
Cl (-5.950, 0.207, -5.364)
H (-7.204, 0.178, -3.389)
C (7.363, 3.378, -1.015)
Cl (6.568, 2.719, 0.416)
Cl (9.100, 3.524, -0.778)
Cl (7.003, 2.383, -2.433)
H (6.965, 4.369, -1.193)
C (-3.335, -3.668, 6.834)
Cl (-2.853, -2.359, 5.754)
Cl (-5.073, -3.935, 6.756)
Cl (-2.455, -5.154, 6.477)
H (-3.084, -3.370, 7.843)
C (3.429, 7.091, 0.926)
Cl (4.106, 8.326, -0.124)
Cl (1.746, 6.748, 0.483)
Cl (4.376, 5.607, 0.860)
H (3.440, 7.461, 1.942)
C (-1.931, 0.563, -6.997)
Cl (-2.541, 0.510, -5.338)
Cl (-1.344, -1.015, -7.502)
Cl (-3.181, 1.156, -8.093)
H (-1.101, 1.257, -7.029)
C (2.547, -4.614, 6.544)
Cl (3.074, -3.461, 5.309)
Cl (0.815, -4.938, 6.434)
Cl (3.491, -6.090, 6.432)
H (2.723, -4.169, 7.515)
C (6.870, -5.573, 8.691)
Cl (6.022, -6.465, 9.953)
Cl (7.287, -6.629, 7.343)
Cl (5.904, -4.203, 8.137)
H (7.788, -5.184, 9.111)
C (2.168, -2.387, -9.653)
Cl (3.577, -2.049, -8.650)
Cl (1.132, -3.598, -8.896)
Cl (1.262, -0.911, -9.985)
H (2.516, -2.786, -10.597)
C (10.407, 0.399, -1.554)
Cl (10.892, -1.092, -2.358)
Cl (9.363, 0.063, -0.173)
Cl (11.816, 1.338, -1.061)
H (9.840, 0.993, -2.259)

C17H24BCoN10OS3 | ωB97M-V with the def2-TZVPD basis set

Its total charge is +2. As for the strongest force on any atom: 0.5 eV/A. As for the relative energy (zero: lowest compared OMol25 entry of this formula, charge and spin): 0.00 kJ/mol. The calculation puts the lowest unoccupied orbital energy (alpha / beta) at -4.8 / -7.2 eV. The spin multiplicity is 5.

Positions of all 57 atoms, in Å:
Co (0.060, -0.680, -0.315)
N (-1.261, -4.313, -2.087)
C (-1.597, -4.793, -0.843)
C (-1.263, -3.810, 0.039)
N (-0.733, -2.746, -0.644)
C (-0.743, -3.080, -1.917)
C (-0.219, -2.116, -2.864)
N (0.255, -0.983, -2.376)
C (0.692, -0.242, -3.447)
C (0.474, -0.946, -4.590)
N (-0.104, -2.135, -4.202)
H (-1.379, -4.814, -2.952)
H (-2.027, -5.769, -0.705)
H (-1.367, -3.808, 1.110)
H (1.117, 0.738, -3.317)
H (0.668, -0.717, -5.622)
H (-0.387, -2.872, -4.827)
C (-1.090, 5.580, 1.995)
N (0.113, 4.788, 2.232)
C (1.376, 5.236, 2.137)
C (2.204, 4.170, 2.426)
N (1.447, 3.090, 2.673)
B (2.049, 1.691, 3.072)
N (2.968, 1.187, 1.898)
C (4.244, 0.721, 2.141)
C (4.759, 0.263, 0.979)
N (3.786, 0.443, 0.021)
C (3.939, 0.155, -1.396)
C (2.701, 1.004, 0.599)
S (1.234, 1.391, -0.241)
C (0.133, 3.451, 2.568)
S (-1.218, 2.526, 2.824)
H (-0.855, 6.625, 2.176)
H (-1.870, 5.253, 2.675)
H (-1.424, 5.446, 0.968)
H (1.613, 6.257, 1.893)
H (3.279, 4.138, 2.477)
H (2.784, 1.882, 3.999)
H (1.169, 0.909, 3.300)
H (4.676, 0.770, 3.124)
H (5.719, -0.159, 0.744)
H (4.820, -0.467, -1.527)
H (4.059, 1.078, -1.961)
H (3.063, -0.376, -1.764)
O (1.803, -1.762, 2.119)
C (1.155, -1.443, 1.265)
C (-4.606, -2.062, 2.677)
N (-3.923, -1.394, 1.576)
C (-2.720, -0.852, 1.649)
N (-2.008, -0.982, 2.774)
S (-2.117, 0.060, 0.325)
H (-5.558, -2.437, 2.315)
H (-4.798, -1.368, 3.497)
H (-4.024, -2.911, 3.038)
H (-4.404, -1.278, 0.698)
H (-2.414, -1.387, 3.604)
H (-1.229, -0.353, 2.905)

C17H24Cl5KN3OTa | ωB97M-V with the def2-TZVPD basis set

Its total charge is +2. As for the strongest force on any atom: 3.5 eV/A. As for the relative energy (zero: lowest compared OMol25 entry of this formula, charge and spin): 0.00 kJ/mol. The calculation puts the lowest unoccupied orbital energy at -7.6 eV. The spin multiplicity is 1.

Positions of all 52 atoms, in Å:
N (1.741, 0.114, 0.670)
C (2.813, 0.084, 1.229)
O (3.839, -0.304, 1.742)
K (3.422, -2.864, 1.480)
Ta (-0.120, -0.442, 0.222)
N (-0.055, -0.891, -1.650)
N (-0.660, 1.367, 0.482)
C (0.438, -0.181, -2.860)
C (-0.182, 2.700, 0.883)
C (0.419, -1.101, -4.079)
C (-0.489, 1.011, -3.080)
C (1.861, 0.304, -2.607)
C (0.324, 2.607, 2.321)
C (-1.300, 3.734, 0.770)
C (0.991, 3.053, -0.026)
H (1.008, -2.005, -3.888)
H (0.875, -0.580, -4.934)
H (-0.599, -1.384, -4.367)
H (-1.507, 0.673, -3.309)
H (-0.117, 1.649, -3.896)
H (-0.541, 1.635, -2.174)
H (1.924, 1.005, -1.758)
H (2.214, 0.844, -3.502)
H (2.539, -0.542, -2.426)
H (-0.479, 2.273, 2.989)
H (0.690, 3.592, 2.651)
H (1.160, 1.902, 2.401)
H (-2.113, 3.509, 1.475)
H (-1.683, 3.773, -0.260)
H (-0.902, 4.730, 1.019)
H (1.366, 4.058, 0.227)
H (0.675, 3.046, -1.079)
H (1.821, 2.349, 0.111)
C (-1.222, -1.824, -1.839)
H (-1.449, -2.368, -0.908)
H (-2.133, -1.286, -2.150)
H (-0.947, -2.581, -2.586)
C (-2.115, 1.047, 0.283)
H (-2.239, -0.071, 0.115)
H (-2.725, 1.300, 1.165)
H (-2.530, 1.554, -0.607)
Cl (-1.549, -0.225, 3.415)
C (-1.038, -1.827, 2.967)
C (-0.429, -1.991, 1.690)
C (0.168, -3.248, 1.438)
Cl (1.105, -3.437, -0.115)
C (0.282, -4.228, 2.434)
Cl (1.465, -5.498, 2.256)
C (-0.429, -4.098, 3.651)
Cl (-0.608, -5.436, 4.695)
C (-1.081, -2.867, 3.921)
Cl (-1.901, -2.630, 5.396)

C17H24ClN2O5P | ωB97M-V with the def2-TZVPD basis set

Its total charge is 0. As for the SMILES: C=CC[C@@]1(P(=O)(O)O)C(=O)N[C@](CC)([C@H](Cl)CC)[C@@]1(O)c1ccncc1. As for the strongest force on any atom: 9.0 eV/A. As for the relative energy (zero: lowest compared OMol25 entry of this formula, charge and spin): 1330.03 kJ/mol. The calculation puts the lowest unoccupied orbital energy at -0.8 eV. The spin multiplicity is 1.

Positions of all 50 atoms, in Å:
C (4.155, -2.128, 0.249)
C (3.082, -1.398, 1.037)
C (2.679, 0.191, 0.708)
C (1.377, 0.347, -0.273)
P (2.117, 1.477, -1.678)
O (1.061, 1.862, -2.788)
O (3.416, 0.600, -2.514)
O (2.874, 2.900, -1.002)
C (1.016, -1.019, -1.101)
O (1.737, -1.850, -1.854)
N (-0.500, -1.164, -0.885)
C (-1.295, 0.081, -0.437)
C (-2.449, -0.655, 0.517)
C (-3.237, -1.887, -0.222)
C (-1.887, 0.838, -1.807)
Cl (-3.738, 1.199, -1.661)
C (-1.555, 0.034, -3.197)
C (-2.460, -1.302, -3.472)
C (-0.069, 0.870, 0.385)
O (0.073, 2.344, 0.135)
C (-0.136, 0.876, 2.040)
C (-0.653, 2.142, 2.923)
C (-0.710, 2.026, 4.520)
N (-0.325, 0.934, 5.457)
C (0.133, -0.197, 4.605)
C (0.249, -0.369, 3.016)
H (4.885, -1.524, -0.466)
H (4.213, -3.313, 0.297)
H (2.602, -2.021, 1.914)
H (2.628, 0.786, 1.713)
H (3.631, 0.618, 0.128)
H (4.064, 1.285, -2.903)
H (2.627, 3.039, -0.040)
H (-0.467, -1.692, 0.038)
H (-1.976, -1.130, 1.506)
H (-3.256, 0.125, 0.923)
H (-3.925, -1.578, -1.117)
H (-3.971, -2.346, 0.601)
H (-2.554, -2.784, -0.560)
H (-1.410, 1.923, -1.952)
H (-1.814, 0.794, -4.081)
H (-0.420, -0.239, -3.354)
H (-2.180, -1.678, -4.570)
H (-2.120, -2.198, -2.759)
H (-3.616, -1.122, -3.472)
H (-0.859, 2.720, 0.193)
H (-0.984, 3.137, 2.386)
H (-1.139, 2.992, 5.081)
H (0.475, -1.151, 5.241)
H (0.613, -1.390, 2.551)